{"formula": "C5H10S3", "method": "ωB97M-V/def2-TZVPD", "species": ["C", "C", "S", "C", "C", "S", "C", "S", "H", "H", "H", "H", "H", "H", "H", "H", "H", "H"], "positions_angstrom": [[0.17448, 1.54956, 1.19323], [-0.21072, 0.80279, -0.08172], [-1.37155, 1.93723, -0.99528], [0.90641, 0.16644, -0.94011], [0.52731, -1.26718, -0.35587], [0.19710, -2.75670, -1.28266], [-0.82215, -0.64150, 0.22024], [-1.40277, -1.03480, 1.85342], [-0.86965, 1.86147, 1.54879], [0.93125, 2.34255, 0.85605], [0.52176, 0.76662, 1.96601], [-0.49825, 2.84348, -1.38864], [1.84906, 0.42224, -0.54420], [0.74131, 0.55867, -2.03798], [1.15086, -1.64041, 0.49723], [1.51116, -2.84694, -1.94471], [-1.63311, -0.73354, -0.44533], [-1.70249, -2.32997, 1.88152]], "forces_ev_per_angstrom": [[-0.4, -1.0, 0.2], [-0.5, -0.1, 0.8], [-0.6, -1.2, 0.0], [-1.6, 0.1, -0.9], [-1.0, 0.5, 0.7], [2.1, -0.3, -1.9], [1.6, 0.2, -1.0], [0.1, 1.0, 1.4], [2.0, 0.5, 0.0], [-1.2, -0.8, 1.3], [0.2, 1.6, -1.1], [0.6, 0.3, 0.0], [1.4, 0.6, 0.0], [0.6, -1.8, 1.9], [-0.2, 1.2, -0.7], [-2.2, 0.1, 1.2], [-0.8, -0.6, -1.1], [0.1, -0.3, -0.8]], "lumo_ev": 0.62, "total_energy_ev": -37850.802}


{"formula": "C41H46MnP2", "method": "ωB97M-V/def2-TZVPD", "species": ["Mn", "C", "C", "C", "C", "C", "C", "C", "C", "C", "H", "H", "H", "H", "H", "H", "H", "H", "H", "H", "H", "H", "H", "H", "H", "P", "P", "C", "C", "C", "C", "C", "C", "C", "C", "C", "C", "C", "C", "C", "C", "C", "C", "C", "C", "C", "C", "C", "C", "C", "C", "C", "C", "H", "H", "H", "H", "H", "H", "H", "H", "H", "H", "H", "H", "H", "H", "H", "H", "H", "H", "H", "H", "H", "H", "C", "C", "C", "C", "C", "C", "H", "H", "H", "H", "H", "H", "H", "H", "H"], "positions_angstrom": [[-0.00090, 0.00044, 1.95637], [-1.91100, 0.85724, -5.65153], [-1.91820, -0.41356, -5.23173], [-1.04090, -1.57266, -5.62653], [0.29090, -1.24446, -6.33693], [1.20410, -0.37286, -5.50883], [1.21120, 0.96024, -5.39063], [0.33430, 1.99834, -6.04053], [-0.99770, 1.51664, -6.65683], [1.40290, 0.48464, 3.46537], [-2.64090, 1.52364, -5.19153], [-2.67000, -0.67176, -4.48473], [-1.62110, -2.26076, -6.26143], [-0.81510, -2.14186, -4.71393], [0.80190, -2.19466, -6.53253], [0.09410, -0.80196, -7.31513], [1.93390, -0.91646, -4.90853], [1.96250, 1.38234, -4.72203], [0.91460, 2.52244, -6.81623], [0.10870, 2.76174, -5.28253], [-1.50880, 2.39704, -7.06423], [-0.80120, 0.86254, -7.50823], [1.18980, 1.46144, 3.91007], [2.42430, 0.50124, 3.06287], [1.36360, -0.27606, 4.25577], [-1.47780, -0.51536, 0.31447], [1.55220, 0.01424, 0.30067], [-0.55970, -0.75746, -1.25243], [0.76260, -0.55026, -1.25253], [-2.47650, -2.03916, 0.43177], [-2.83700, -2.79326, -0.69483], [-3.56280, -3.97246, -0.54393], [-3.93570, -4.40556, 0.73147], [-3.58300, -3.65736, 1.85467], [-2.85440, -2.47696, 1.70687], [-2.68550, 0.77194, -0.14923], [-2.29140, 2.11824, -0.13873], [-3.22480, 3.12674, -0.36823], [-4.56320, 2.80354, -0.59903], [-4.96390, 1.46664, -0.59793], [-4.03210, 0.45424, -0.37393], [3.03100, -1.03976, 0.42207], [2.94340, -2.32616, 0.97157], [4.09400, -3.08896, 1.16567], [5.34350, -2.57066, 0.82327], [5.43900, -1.28446, 0.28797], [4.29110, -0.52056, 0.08987], [2.21280, 1.64214, -0.21033], [2.41980, 2.59924, 0.79167], [2.86420, 3.87834, 0.45807], [3.10660, 4.20714, -0.87623], [2.90600, 3.25504, -1.87893], [2.45980, 1.97694, -1.54933], [-1.09570, -1.04936, -2.15523], [1.36310, -0.66606, -2.15473], [-2.56100, -2.44966, -1.68843], [-3.84050, -4.55326, -1.41923], [-4.50490, -5.32386, 0.84627], [-3.87820, -3.98946, 2.84597], [-2.57510, -1.87696, 2.56927], [-1.25310, 2.37424, 0.05607], [-2.90700, 4.16584, -0.36413], [-5.29120, 3.59024, -0.77613], [-6.00540, 1.21004, -0.77073], [-4.34960, -0.58416, -0.37383], [1.97320, -2.72726, 1.25377], [4.01450, -4.08736, 1.58677], [6.24000, -3.16476, 0.97577], [6.41030, -0.87386, 0.02687], [4.37000, 0.48074, -0.32323], [2.23460, 2.31954, 1.82667], [3.02810, 4.61424, 1.24027], [3.45750, 5.20204, -1.13613], [3.09910, 3.50944, -2.91743], [2.31450, 1.23394, -2.32893], [0.67640, 1.28264, 7.22457], [0.01810, -0.00276, 6.73417], [0.77680, -1.24376, 7.23377], [-1.45220, -0.04066, 7.23377], [-0.00090, 0.00044, 5.26027], [-0.00090, 0.00044, 3.95637], [0.70750, 1.30594, 8.34137], [0.15300, 2.17384, 6.86447], [1.73880, 1.32634, 6.86757], [0.79110, -1.25696, 8.34857], [0.29420, -2.17606, 6.87367], [1.82400, -1.21586, 6.87027], [-2.01210, 0.82794, 6.87477], [-1.96830, -0.96896, 6.87487], [-1.47750, -0.04596, 8.35187]], "forces_ev_per_angstrom": [[0.5, 0.5, 2.2], [0.0, -0.4, 0.2], [0.0, 0.4, -0.1], [0.1, 0.0, -0.1], [-0.2, 0.0, 0.0], [0.0, 0.4, 0.1], [0.0, -0.4, 0.0], [-0.1, 0.0, -0.1], [0.2, 0.0, 0.0], [2.6, 2.7, -0.9], [0.1, -0.1, 0.0], [0.1, 0.1, -0.1], [0.1, 0.1, 0.1], [0.0, 0.1, -0.1], [-0.1, 0.1, 0.0], [0.1, -0.1, 0.1], [-0.1, 0.1, -0.1], [-0.1, -0.1, -0.1], [-0.1, -0.1, 0.1], [0.0, -0.1, -0.1], [0.1, -0.1, 0.1], [-0.1, 0.1, 0.1], [1.3, 0.3, -0.4], [-0.5, -0.8, -0.5], [2.9, -0.1, 0.2], [-0.2, -0.6, -3.3], [-0.3, -1.1, -4.1], [-3.7, -0.5, 1.2], [3.6, 0.9, 1.4], [-0.2, -0.2, 0.5], [-0.1, 0.0, 0.2], [0.1, 0.2, 0.2], [0.1, 0.2, 0.1], [0.0, 0.0, -0.2], [-0.1, -0.1, -0.4], [-0.5, 0.1, 0.8], [-0.4, 0.0, -0.1], [0.1, -0.3, -0.1], [0.0, -0.2, 0.0], [0.2, 0.1, -0.1], [0.1, 0.3, -0.1], [0.7, 0.4, 0.8], [0.3, 0.1, 0.0], [-0.1, 0.2, -0.1], [-0.1, 0.2, -0.1], [-0.1, -0.3, 0.0], [0.0, -0.4, 0.1], [0.3, 0.5, 0.6], [0.1, 0.1, -0.5], [0.0, 0.0, -0.1], [-0.1, -0.2, 0.2], [0.0, -0.1, 0.3], [0.1, 0.2, 0.2], [0.0, 0.1, 0.2], [0.0, -0.1, 0.3], [0.0, -0.1, 0.2], [0.0, 0.1, 0.1], [0.1, 0.1, 0.0], [0.0, 0.0, -0.1], [0.0, -0.1, 0.0], [0.0, 0.0, 0.0], [0.0, -0.1, 0.0], [0.1, -0.1, 0.0], [0.1, 0.0, 0.0], [0.0, 0.2, 0.1], [0.1, 0.0, -0.1], [0.0, 0.1, 0.0], [-0.1, 0.1, 0.0], [-0.1, -0.1, 0.0], [0.0, -0.1, 0.1], [0.0, 0.2, -0.2], [0.0, -0.1, -0.1], [-0.1, -0.1, 0.0], [0.0, 0.0, 0.1], [-0.1, 0.1, 0.1], [1.2, 0.2, 0.5], [-0.8, -0.1, -0.2], [0.2, -0.2, 0.3], [-0.3, -0.8, 0.5], [-2.4, -0.6, -0.9], [-3.9, -1.8, 2.2], [-0.1, 0.0, -0.8], [0.0, -0.2, 0.1], [-0.8, 0.1, 0.3], [0.0, 0.0, -0.7], [0.3, 0.6, 0.2], [-0.5, -0.1, 0.2], [0.1, -0.1, 0.0], [0.4, 0.8, 0.3], [0.0, 0.0, -0.8]], "lumo_ev": [0.23, 0.12], "total_energy_ev": -93150.154, "s2": 8.881, "spin_multiplicity": 6}


{"formula": "C4H7O3", "method": "ωB97M-V/def2-TZVPD", "species": ["C", "C", "C", "C", "O", "O", "O", "H", "H", "H", "H", "H", "H", "H"], "positions_angstrom": [[-0.37168, -0.56100, 0.06842], [2.10874, -0.62153, -0.36668], [1.60189, 0.63615, 0.32401], [-2.74225, -0.39745, -0.08023], [1.46317, -1.66973, 0.18133], [0.15821, 0.61246, -0.03638], [-1.45410, -1.09754, 0.20852], [2.06707, -0.65376, -1.43486], [3.13649, -0.88903, -0.11691], [1.77509, 0.68090, 1.36646], [1.93511, 1.51112, 0.00752], [-3.20983, -0.96879, -0.92800], [-2.74961, 0.69272, 0.00608], [-3.32202, -0.59816, 0.73124]], "forces_ev_per_angstrom": [[5.6, -0.4, 0.7], [1.3, 0.0, 0.8], [-0.2, -3.3, -0.5], [-0.7, -0.2, -1.5], [-4.7, 0.6, 0.3], [-2.4, -1.9, 0.7], [-0.3, 0.9, -0.8], [-0.3, 0.7, -0.9], [0.6, 0.7, 0.3], [-0.6, -0.7, 1.3], [1.4, 3.8, -2.2], [0.9, 1.2, 0.5], [1.0, -0.1, -1.1], [-1.5, -1.3, 2.5]], "lumo_ev": [-5.97, -5.85], "total_energy_ev": -10390.983, "charge": 1}


{"formula": "C5H14N3", "method": "ωB97M-V/def2-TZVPD", "species": ["C", "N", "C", "N", "H", "H", "H", "H", "H", "H", "H", "C", "C", "N", "C", "H", "H", "H", "H", "H", "H", "H"], "positions_angstrom": [[-2.84374, -0.22550, 1.13508], [-1.62240, 0.42657, 0.64985], [-1.28396, 1.64118, 0.96142], [-0.31057, 2.32729, 0.40111], [-2.58532, -1.12791, 1.68510], [-3.44272, -0.52436, 0.27581], [-3.40115, 0.44516, 1.77927], [-1.16611, -0.03634, -0.13970], [-1.85312, 2.12886, 1.74203], [0.38443, 1.93540, -0.22143], [-0.07231, 3.23479, 0.76913], [0.30042, -0.10303, -1.82623], [1.14322, -0.42461, -0.84256], [2.14391, -1.34834, -0.92446], [2.47620, -2.14859, 0.23991], [0.32139, -0.70377, -2.72897], [-0.28339, 0.80499, -1.86643], [1.08151, 0.02272, 0.15454], [2.17800, -1.85610, -1.79859], [3.43103, -2.64043, 0.08902], [2.53708, -1.49347, 1.10908], [1.70774, -2.89203, 0.46571]], "forces_ev_per_angstrom": [[0.2, -0.3, 0.0], [-0.4, 0.0, -0.2], [-0.1, -0.2, -0.1], [0.5, 0.3, 0.3], [0.0, 0.0, 0.1], [-0.1, 0.2, 0.1], [-0.1, 0.1, 0.0], [0.3, 0.0, 0.0], [-0.1, 0.1, 0.0], [-0.3, -0.2, -0.2], [-0.2, 0.0, 0.1], [-0.1, -0.1, -0.6], [0.3, -0.2, 0.6], [-0.3, -0.2, -0.1], [-0.2, 0.1, 0.2], [0.0, 0.3, -0.1], [-0.2, -0.1, 0.1], [0.2, 0.1, -0.2], [0.0, 0.1, 0.0], [0.1, 0.0, 0.1], [0.2, 0.0, 0.0], [0.1, -0.2, -0.1]], "lumo_ev": -3.15, "total_energy_ev": -9875.568, "charge": 1}